Entry 1:
Computed, not measured: C21H29CrN5O4PS3 as an isolated structure, with ωB97M-V/def2-TZVPD.

Geometry as XYZ:
```
64
Properties=species:S:1:pos:R:3:forces:R:3:lowdin_spin:R:1
Cr 0.282 0.429 0.067 -0.024 0.142 0.046 2.93
C 4.347 -0.945 -0.714 0.006 -0.071 0.016 0.06
C 3.024 -0.881 -0.250 -0.064 0.057 0.000 0.00
N 2.287 0.200 -0.383 0.036 -0.023 -0.027 0.04
C 2.816 1.317 -0.975 0.039 0.042 -0.033 0.06
C 4.139 1.329 -1.476 -0.036 -0.048 0.032 0.05
C 4.892 0.156 -1.328 0.019 0.047 -0.020 0.00
C 4.607 2.523 -2.088 0.000 0.028 -0.005 0.00
C 3.805 3.617 -2.176 -0.003 -0.029 0.006 0.04
C 2.467 3.628 -1.659 -0.014 0.028 0.003 0.01
C 1.621 4.744 -1.704 0.011 0.019 0.000 0.24
C 0.339 4.640 -1.110 -0.023 -0.022 0.016 0.08
C -0.058 3.463 -0.544 0.044 0.042 -0.001 0.12
N 0.719 2.347 -0.518 -0.027 -0.053 0.039 0.21
C 1.987 2.448 -1.058 -0.019 0.000 0.000 0.08
H 4.891 -1.869 -0.584 0.009 0.007 -0.002 0.00
H 2.563 -1.733 0.233 0.025 -0.005 -0.002 0.00
H 5.909 0.135 -1.705 0.001 -0.017 0.003 0.00
H 5.617 2.549 -2.482 0.003 -0.013 0.000 0.00
H 4.173 4.524 -2.644 0.000 0.002 -0.002 0.00
H 1.959 5.666 -2.159 -0.003 0.001 -0.002 0.02
H -0.335 5.486 -1.088 0.008 0.006 -0.002 0.00
H -1.026 3.380 -0.065 -0.002 -0.019 -0.018 0.01
O -0.815 -1.586 3.058 -0.013 0.029 -0.040 0.00
S 0.404 -1.242 2.344 0.008 -0.024 0.145 0.01
O 0.165 -1.392 0.839 -0.043 -0.103 -0.050 0.03
O 1.564 -2.008 2.738 -0.002 0.031 -0.025 0.00
S 0.758 0.763 2.417 0.031 0.002 0.002 0.00
C -0.412 -4.545 0.686 -0.077 0.034 -0.019 0.00
N 0.837 -4.886 1.355 -0.008 -0.019 0.002 0.00
C 0.771 -5.056 2.802 0.017 0.019 -0.017 0.00
C 1.978 -4.498 0.803 0.054 -0.052 0.018 0.00
N 2.985 -4.240 0.295 0.014 0.033 -0.012 0.00
H -1.089 -5.402 0.730 0.009 -0.008 0.007 0.00
H -0.213 -4.303 -0.356 0.006 -0.011 -0.004 0.00
H -0.886 -3.682 1.156 0.002 0.009 0.008 0.00
H 0.092 -5.882 3.024 -0.005 0.008 0.000 0.00
H 0.422 -4.143 3.287 -0.008 -0.001 0.013 0.00
H 1.760 -5.299 3.182 0.007 0.004 -0.009 0.00
O -0.339 -1.581 -3.824 0.011 -0.027 -0.023 0.03
S 0.318 -1.222 -2.567 -0.061 0.140 0.002 0.03
N -0.272 -0.120 -1.773 0.072 -0.191 -0.047 -0.01
C -4.087 1.595 2.444 0.021 0.009 -0.020 0.00
C -2.604 1.406 2.136 0.016 -0.026 -0.001 0.00
P -2.182 0.693 0.499 0.007 0.050 0.011 -0.02
C -3.033 -0.927 0.583 -0.003 0.007 0.029 0.00
C -2.830 -1.855 -0.611 -0.030 0.019 -0.001 0.00
C -3.218 1.705 -0.642 -0.011 0.026 0.004 0.00
C -2.823 1.703 -2.117 -0.019 -0.009 0.014 0.00
H -4.215 2.049 3.428 0.008 -0.007 0.007 0.00
H -4.618 0.643 2.453 -0.013 -0.009 0.001 0.00
H -4.576 2.246 1.717 -0.006 0.001 0.010 0.00
H -2.128 0.742 2.861 -0.016 0.012 0.012 0.00
H -2.063 2.353 2.211 -0.004 0.008 -0.018 0.00
H -4.097 -0.727 0.738 -0.016 -0.010 -0.006 0.00
H -2.644 -1.393 1.493 0.000 -0.018 -0.005 0.00
H -3.118 -1.387 -1.554 0.002 -0.009 -0.003 0.00
H -3.432 -2.757 -0.483 0.003 -0.004 -0.011 0.00
H -1.786 -2.145 -0.692 0.019 -0.001 0.001 0.00
H -3.180 2.729 -0.255 0.014 -0.008 -0.001 0.00
H -4.255 1.378 -0.517 0.006 -0.020 -0.006 0.00
H -1.808 2.072 -2.251 0.002 -0.010 -0.012 0.00
H -3.507 2.341 -2.682 0.002 0.006 0.001 0.00
H -2.849 0.703 -2.545 0.017 -0.002 -0.004 0.00
```
Positions in Å, forces in eV/Å.

Results
⟨S²⟩: 6.061
Multiplicity: 5
Total charge: -1
Orbital gap (spin up / spin down): 0.1875 / 0.2992 hartree
Energy relative to the best compared isomer or geometry (same formula, charge and spin): 0.0 kcal/mol
Calculated total energy: -108109.0121 eV

Entry 2:
Computed, not measured: C21H29F5N3O8Si4TeTl as an isolated structure in a non-equilibrium geometry, with ωB97M-V/def2-TZVPD.

Geometry as XYZ:
```
72
Properties=species:S:1:pos:R:3:forces:R:3:mulliken_charge:R:1
Tl 0.346 -0.618 1.313 -0.350 0.181 0.189 0.85
C 0.976 5.152 3.154 0.533 -0.189 -0.448 -1.03
Si 2.345 5.334 1.816 -0.422 0.872 0.349 0.67
C 1.417 6.012 0.271 0.474 -0.494 0.330 -1.12
C 3.501 6.743 2.430 -0.242 -0.538 -0.205 -1.30
Si 3.395 3.220 1.473 -0.166 0.020 0.120 0.20
Te 1.589 2.109 0.103 0.322 0.572 0.532 -0.26
Si 5.584 3.195 0.469 0.800 0.386 -0.330 1.47
C 6.794 1.702 0.620 -0.669 0.289 0.149 -1.33
C 5.571 3.990 -1.277 -0.228 -0.461 0.549 -1.27
C 6.593 4.547 1.458 -0.562 -0.432 -0.152 -1.43
Si 3.481 2.142 3.614 0.111 -0.354 1.044 0.54
C 4.352 3.335 4.863 -0.237 -0.273 -0.588 -1.12
C 4.518 0.524 3.625 -0.294 0.565 -0.319 -1.09
C 1.827 1.651 4.471 0.354 0.303 -0.623 -0.89
H 0.364 6.041 3.283 0.014 0.269 -0.133 0.43
H 1.409 4.907 4.118 0.125 -0.080 0.240 0.27
H 0.315 4.336 2.877 -0.164 -0.217 -0.041 0.21
H 0.907 6.958 0.439 -0.001 0.115 0.280 0.34
H 0.670 5.285 -0.039 -0.170 -0.136 -0.081 0.31
H 2.092 6.148 -0.567 0.184 -0.005 -0.191 0.30
H 2.953 7.589 2.837 -0.257 0.105 0.025 0.38
H 4.132 7.113 1.628 0.157 0.044 -0.212 0.33
H 4.156 6.371 3.211 0.183 -0.101 0.210 0.35
H 6.235 0.779 0.703 -0.148 -0.259 -0.021 0.26
H 7.455 1.786 1.480 0.022 0.155 0.218 0.36
H 7.426 1.611 -0.258 -0.014 0.137 -0.311 0.40
H 5.176 3.278 -1.989 -0.172 -0.183 -0.207 0.27
H 6.562 4.295 -1.601 0.281 -0.002 0.123 0.37
H 4.937 4.872 -1.288 -0.158 0.181 0.052 0.26
H 6.853 4.213 2.458 0.031 -0.119 0.266 0.31
H 6.025 5.465 1.563 -0.156 0.299 0.017 0.23
H 7.523 4.793 0.948 0.160 -0.066 -0.195 0.40
H 5.206 3.811 4.394 0.266 0.116 -0.124 0.24
H 4.706 2.824 5.753 -0.002 -0.233 0.143 0.38
H 3.682 4.128 5.179 -0.224 0.188 0.040 0.28
H 5.527 0.708 3.271 0.249 0.045 -0.134 0.27
H 4.066 -0.197 2.952 -0.086 -0.129 -0.223 0.17
H 4.591 0.057 4.606 -0.127 0.153 0.253 0.43
H 1.171 2.504 4.601 -0.156 0.250 -0.038 0.25
H 1.969 1.208 5.454 0.326 -0.067 0.113 0.40
H 1.282 0.929 3.869 -0.110 -0.134 -0.148 0.02
F -6.151 1.665 3.918 0.138 -0.006 -0.121 -0.35
C -5.018 1.559 3.172 0.009 -0.055 0.010 0.63
C -3.885 0.942 3.690 -0.225 0.060 0.093 -0.10
F -3.917 0.453 4.952 -0.002 0.110 -0.248 -0.33
C -2.744 0.824 2.930 0.278 -0.037 -0.151 0.26
F -1.658 0.211 3.484 -0.360 0.175 -0.077 -0.34
C -2.618 1.301 1.585 -1.034 0.084 0.745 0.22
O -1.577 1.184 0.904 0.805 -0.310 -0.528 -0.52
C -3.819 1.931 1.117 0.166 0.002 -0.169 0.18
F -3.840 2.441 -0.139 0.044 -0.132 0.223 -0.35
C -4.968 2.043 1.870 -0.112 -0.048 0.250 0.15
F -6.074 2.624 1.345 0.246 -0.080 0.106 -0.33
O 4.217 -3.912 -4.701 -0.037 0.094 0.047 -0.69
N 4.553 -2.898 -4.088 0.942 -0.761 -1.068 1.03
O 5.642 -2.356 -4.287 -0.300 -0.028 0.117 -0.68
C 3.682 -2.355 -3.136 -1.304 0.189 0.985 -0.35
C 2.454 -2.967 -2.897 0.213 0.087 -0.147 -0.37
C 1.579 -2.385 -1.975 1.655 0.818 -0.264 -0.88
C 1.873 -1.084 -1.434 -0.193 -0.083 -0.594 1.48
O 0.963 -0.293 -1.097 -0.275 0.086 0.208 -0.72
C 3.265 -0.663 -1.464 -0.204 -0.792 -0.628 -0.33
C 4.107 -1.240 -2.390 -0.218 0.623 0.304 -0.42
N 3.681 0.282 -0.568 0.791 -0.017 1.385 -0.07
O 4.284 1.388 -0.941 0.232 0.301 -0.453 -0.56
O 2.829 0.477 0.504 0.208 0.036 -0.655 -0.41
N 0.391 -3.013 -1.626 -1.731 -1.320 0.886 0.90
O -0.233 -2.652 -0.606 0.535 -0.280 -1.023 -0.61
O 0.022 -4.002 -2.272 0.151 0.538 0.082 -0.69
H 2.164 -3.851 -3.442 0.046 -0.040 0.095 0.58
H 5.087 -0.824 -2.561 0.061 0.014 0.070 0.59
```
Positions in Å, forces in eV/Å.

Results
Multiplicity: 1
Total charge: -2
Orbital gap: 0.2002 hartree
Energy relative to the best compared isomer or geometry (same formula, charge and spin): 36.8 kcal/mol
Calculated total energy: -100178.0230 eV

Entry 3:
Computed, not measured: one molecule with the formula C21H29N3O5S2 in a non-equilibrium geometry, with ωB97M-V/def2-TZVPD.

Geometry as XYZ:
```
60
Properties=species:S:1:pos:R:3:forces:R:3:mulliken_charge:R:1
C 4.747 2.549 -0.777 -0.225 -0.036 0.098 -1.07
H 4.768 1.713 -1.470 0.087 0.023 -0.068 0.26
H 5.609 2.481 -0.117 0.122 0.030 0.049 0.31
H 4.808 3.479 -1.336 0.068 0.107 -0.050 0.41
C 3.447 2.507 0.023 0.124 0.292 -0.434 -0.66
N 3.260 1.290 0.780 -0.329 -0.899 -0.499 0.45
S 2.678 -0.014 -0.081 -0.128 0.487 0.054 1.18
O 3.179 -0.021 -1.433 -0.239 0.355 0.074 -0.79
O 2.900 -1.193 0.706 -0.005 0.145 0.331 -0.70
C 0.935 0.325 -0.141 0.495 -0.255 0.078 0.43
C 0.353 0.962 -1.223 -0.052 0.008 -0.126 -0.91
C -1.008 1.177 -1.233 0.061 -0.102 -0.007 -0.58
C -1.844 0.712 -0.201 0.518 0.124 0.192 0.07
C -1.234 -0.026 0.841 0.261 0.648 -0.483 0.08
C 0.145 -0.161 0.879 0.048 0.136 0.002 -1.28
H 0.617 -0.718 1.674 -0.035 -0.163 0.128 0.19
N -2.031 -0.784 1.724 -0.381 -0.926 -0.159 -0.04
S -2.603 -2.219 0.986 0.017 -0.083 0.359 1.34
O -3.685 -1.873 0.113 0.351 0.082 -0.268 -0.63
O -2.865 -3.115 2.072 0.362 -0.063 0.089 -0.77
C -1.197 -2.729 0.017 -0.640 0.057 0.235 0.24
C -0.125 -3.334 0.643 0.025 -0.173 0.113 -1.06
C 1.045 -3.537 -0.066 -0.165 0.047 -0.015 -0.47
C 1.155 -3.116 -1.389 -0.163 -0.085 0.009 1.11
C 0.049 -2.535 -2.004 0.008 -0.034 0.130 -0.58
C -1.127 -2.336 -1.305 -0.102 -0.020 -0.136 -0.52
H -1.992 -1.879 -1.759 -0.055 0.075 -0.127 0.56
H 0.120 -2.218 -3.034 0.004 0.037 -0.131 0.40
C 2.446 -3.240 -2.126 0.101 0.110 0.019 -1.46
H 3.068 -4.023 -1.701 0.072 -0.080 -0.014 0.39
H 2.982 -2.294 -2.036 0.102 -0.055 -0.084 0.16
H 2.281 -3.439 -3.182 0.027 -0.043 -0.076 0.43
H 1.894 -3.992 0.418 0.099 -0.056 0.061 0.37
H -0.223 -3.640 1.673 0.080 -0.057 0.147 0.48
H -1.536 -1.061 2.561 0.020 -0.068 0.151 0.56
N -3.174 1.019 -0.215 -0.246 -0.001 -0.007 0.35
C -4.001 1.022 0.973 -0.404 0.488 0.154 -0.51
H -3.380 1.156 1.856 -0.127 0.025 -0.037 0.40
C -4.978 2.200 0.857 0.257 -0.132 0.307 -0.83
H -5.674 2.200 1.697 0.085 0.010 0.013 0.37
O -5.768 2.123 -0.305 -0.163 -0.079 -0.055 -0.39
C -4.962 2.089 -1.458 0.185 -0.162 -0.269 -0.82
H -5.644 1.993 -2.305 0.090 0.011 -0.006 0.36
C -3.985 0.911 -1.411 -0.306 0.251 -0.119 -0.63
H -3.362 0.899 -2.303 -0.022 -0.010 -0.005 0.65
H -4.554 -0.028 -1.358 0.038 0.052 -0.112 0.19
H -4.397 3.031 -1.548 -0.035 -0.085 -0.025 0.35
H -4.408 3.144 0.856 -0.045 -0.081 0.039 0.37
H -4.558 0.082 1.059 0.042 0.105 0.093 0.32
H -1.445 1.722 -2.055 -0.045 0.086 -0.049 0.56
H 0.976 1.280 -2.044 0.021 0.083 -0.149 0.57
C 4.131 1.022 1.909 0.000 -0.499 0.488 -0.60
C 3.309 0.668 3.143 0.266 0.080 -0.090 -1.14
H 2.579 1.448 3.346 -0.061 0.089 0.053 0.30
H 3.962 0.557 4.005 0.016 -0.048 0.151 0.44
H 2.790 -0.270 2.970 -0.062 -0.079 0.080 0.20
H 4.806 0.194 1.672 0.136 0.181 0.117 0.29
H 4.728 1.917 2.100 -0.032 -0.034 -0.161 0.56
H 2.595 2.575 -0.656 -0.001 0.277 0.007 0.21
H 3.398 3.350 0.721 -0.118 -0.094 -0.063 0.51
```
Positions in Å, forces in eV/Å.

Results
Multiplicity: 1
Total charge: 0
Orbital gap: 0.3113 hartree
Energy relative to the best compared isomer or geometry (same formula, charge and spin): 29.8 kcal/mol
SMILES string: CCN(CC)S(=O)(=O)c1ccc(N2CCOCC2)c(NS(=O)(=O)c2ccc(C)cc2)c1
Calculated total energy: -58624.9062 eV